{"formula": "C22H23N3O3", "method": "ωB97M-V/def2-TZVPD", "elements": ["C", "C", "C", "N", "C", "O", "C", "C", "C", "C", "C", "C", "C", "O", "H", "H", "C", "O", "N", "H", "C", "H", "H", "C", "N", "C", "H", "H", "H", "C", "H", "H", "H", "C", "C", "C", "C", "C", "C", "H", "H", "H", "H", "H", "H", "H", "H", "H", "H", "H", "H"], "positions_angstrom": [[-0.280314, -3.523221, 5.597854], [0.451232, -4.594385, 5.362894], [1.137568, -4.921913, 4.067619], [0.931406, -3.927855, 3.042099], [1.738816, -2.806593, 2.896750], [2.722093, -2.576239, 3.550069], [1.134287, -2.033126, 1.781279], [1.502939, -0.835352, 1.212089], [0.739698, -0.351110, 0.144603], [-0.376222, -1.053149, -0.301929], [-0.754049, -2.255558, 0.286141], [0.016323, -2.737646, 1.323295], [-0.121177, -3.969202, 2.140755], [-0.937130, -4.851946, 2.066430], [-1.623343, -2.797319, -0.052843], [-0.980770, -0.652517, -1.102396], [1.149120, 0.967028, -0.444217], [1.636029, 1.846644, 0.240752], [0.946180, 1.084331, -1.770410], [0.553062, 0.330200, -2.311268], [1.291866, 2.257401, -2.533087], [1.635212, 3.025008, -1.837813], [2.115502, 2.000887, -3.209364], [0.105379, 2.767942, -3.385198], [-0.599997, 1.593527, -3.931519], [-1.873249, 1.292346, -3.308037], [-2.160771, 0.277249, -3.588857], [-1.780600, 1.350259, -2.225809], [-2.678414, 1.974369, -3.618080], [-0.714162, 1.594576, -5.373502], [0.270498, 1.734563, -5.816633], [-1.392291, 2.372310, -5.754862], [-1.098289, 0.625320, -5.692263], [-0.806654, 3.737836, -2.666080], [-1.551499, 4.632874, -3.428357], [-2.437772, 5.510650, -2.831606], [-2.588545, 5.512568, -1.455718], [-1.845845, 4.633762, -0.687244], [-0.964717, 3.749340, -1.285673], [-0.393816, 3.082140, -0.660646], [-1.950017, 4.633497, 0.387667], [-3.276823, 6.199264, -0.985746], [-3.006969, 6.197030, -3.441500], [-1.431873, 4.646258, -4.503144], [0.545494, 3.313610, -4.227704], [2.350279, -0.270352, 1.568384], [0.759493, -5.876752, 3.686694], [2.215985, -5.006032, 4.240452], [0.607480, -5.337607, 6.132483], [-0.741147, -3.355309, 6.555275], [-0.453092, -2.764640, 4.851822]], "forces_ev_per_angstrom": [[0.0, 0.0, 0.1], [0.1, -0.1, -0.1], [0.0, -0.1, 0.1], [0.1, -0.3, 0.3], [0.2, 0.0, 0.1], [0.0, 0.1, 0.0], [-0.5, 0.1, -0.5], [0.0, 0.0, 0.0], [0.0, -0.1, 0.3], [0.1, 0.0, 0.0], [0.1, -0.2, 0.2], [0.3, 0.6, -0.1], [-0.1, -0.2, 0.0], [0.0, 0.1, 0.0], [-0.1, 0.0, 0.0], [0.0, 0.1, -0.1], [0.0, -0.2, -0.2], [0.1, 0.1, 0.2], [-0.2, 0.0, -0.2], [0.0, 0.0, 0.1], [0.0, 0.4, -0.2], [0.1, -0.1, -0.1], [-0.1, 0.1, 0.1], [0.3, -0.1, 0.3], [0.0, 0.0, -0.1], [-0.1, -0.1, 0.0], [-0.1, 0.0, 0.0], [-0.1, 0.0, 0.0], [0.0, 0.0, 0.1], [0.0, 0.0, 0.0], [0.0, 0.0, -0.1], [0.0, 0.0, 0.0], [0.0, 0.0, -0.1], [0.0, 0.1, -0.1], [0.0, 0.0, 0.0], [-0.1, 0.1, -0.1], [-0.1, 0.0, 0.0], [0.0, 0.0, 0.1], [0.0, 0.0, -0.1], [0.1, -0.1, 0.1], [0.0, 0.0, 0.1], [0.0, 0.1, 0.0], [0.0, 0.1, 0.0], [0.0, 0.0, -0.1], [-0.1, -0.1, 0.1], [0.1, 0.1, 0.0], [0.1, 0.1, 0.0], [-0.1, 0.0, -0.1], [0.0, 0.0, 0.2], [-0.1, 0.0, 0.2], [0.0, 0.1, -0.2]], "total_energy_ha": -1242.1580, "homo_energy_ev": -8.86, "smiles": "C=CCN1C(=O)c2ccc(C(=O)NC[C@H](c3ccccc3)N(C)C)cc2C1=O", "spin_multiplicity": 1, "gap_ev": 8.31, "molar_mass_da": 377.444}

---

{"formula": "C4H2F2O", "method": "ωB97M-V/def2-TZVPD", "elements": ["C", "C", "C", "C", "O", "F", "F", "H", "H"], "positions_angstrom": [[1.433341, 1.499634, 1.630442], [1.159090, 0.721282, 0.700637], [0.878459, -0.513155, -0.116028], [1.045699, 0.569275, -0.805066], [-1.940873, -0.333629, 0.018023], [0.892904, -1.834281, -0.030275], [1.039781, 1.152548, -1.923715], [-2.011291, -1.266464, -0.282507], [-2.497107, 0.004790, 0.808489]], "forces_ev_per_angstrom": [[1.6, 4.6, 6.1], [-2.0, -6.0, -8.6], [1.0, -1.3, 3.2], [-0.3, 1.5, 1.6], [-0.5, 0.8, 0.9], [-0.4, 0.7, -0.5], [0.2, 0.5, -1.7], [-0.8, 1.0, 1.2], [1.2, -1.9, -2.1]], "total_energy_ha": -428.2444, "homo_energy_ev": [-7.66, -9.46], "spin_multiplicity": 3, "gap_ev": [7.79, 7.42], "molar_mass_da": 104.055}

---

{"formula": "C8H11HfNO2", "method": "ωB97M-V/def2-TZVPD", "elements": ["C", "C", "C", "C", "C", "Hf", "N", "C", "C", "H", "H", "H", "H", "H", "H", "H", "H", "H", "H", "O", "C", "O", "H"], "positions_angstrom": [[-0.480238, 0.734653, -1.845370], [0.921075, 0.841435, -1.539911], [1.085296, 1.657902, -0.391698], [-0.202635, 2.043188, 0.074286], [-1.181276, 1.536268, -0.854184], [-0.860516, -0.608149, 0.051212], [-2.852242, -0.146810, 0.429882], [0.544341, -2.323819, -0.692351], [1.825366, -1.817991, -0.568824], [2.043098, 2.006527, 0.008897], [1.734931, 0.402480, -2.116112], [-0.392450, 2.741641, 0.891097], [-2.207568, 1.888609, -0.938476], [-0.904265, 0.318505, -2.762133], [2.392239, -1.445321, -1.430628], [0.182971, -3.116735, -0.002747], [-3.839673, -0.243496, 0.683917], [2.381487, -1.927459, 0.370539], [0.032030, -2.376100, -1.679778], [0.714880, -0.538105, 3.956622], [-0.032704, -0.028788, 3.147281], [-0.131424, -0.367566, 1.846821], [-0.772729, 0.769140, 3.361649]], "forces_ev_per_angstrom": [[0.2, 1.0, 0.2], [-0.1, 0.3, 0.3], [-0.3, -0.4, -0.3], [-0.2, -0.4, -1.3], [0.9, 1.3, -0.8], [-5.7, 3.9, 2.3], [3.9, -2.7, -0.9], [1.9, -1.8, -0.7], [-1.3, -1.2, -0.3], [-0.5, -0.5, 0.0], [-0.4, 0.3, 0.1], [-0.1, -0.5, -0.2], [0.4, -0.5, 0.2], [0.0, 0.2, 0.4], [-0.5, 0.2, 0.5], [0.2, 0.9, 0.1], [0.6, 0.2, -0.2], [-0.4, 0.1, -0.3], [0.5, 0.3, 0.4], [-0.9, 0.7, -1.2], [0.0, -0.6, -0.4], [1.2, -0.4, 1.8], [0.3, -0.1, 0.3]], "total_energy_ha": -564.5923, "homo_energy_ev": [-7.05, -7.05], "spin_multiplicity": 1, "gap_ev": [5.72, 5.72], "molar_mass_da": 331.671}

---

{"formula": "C4Br3O3S2", "method": "ωB97M-V/def2-TZVPD", "elements": ["C", "C", "C", "C", "O", "O", "O", "S", "S", "Br", "Br", "Br"], "positions_angstrom": [[-0.238627, 0.114414, -0.190416], [0.455217, -1.247881, -0.294105], [-1.513880, -0.042930, 0.161635], [-0.403975, -2.255299, -0.033373], [1.615633, 1.673069, -1.144416], [-0.139163, 2.653176, 0.239799], [1.497229, 1.140898, 1.252383], [-2.024930, -1.726377, 0.352927], [0.810844, 1.581232, 0.051731], [2.243992, -1.361691, -0.721476], [-2.741290, 1.329842, 0.392675], [-0.010439, -4.080267, -0.046310]], "forces_ev_per_angstrom": [[3.8, -3.0, -0.2], [2.5, 8.8, -1.5], [-0.9, 0.5, 0.0], [-4.3, -5.3, 1.4], [0.2, 0.1, -0.1], [0.2, 0.4, 0.0], [0.3, 0.4, 0.0], [-0.4, -0.9, 0.0], [-0.6, -0.5, 0.0], [-0.3, -0.5, 0.2], [-0.4, -0.4, 0.1], [-0.2, 0.4, -0.1]], "total_energy_ha": -8896.4894, "homo_energy_ev": [-2.09, -5.65], "spin_multiplicity": 3, "total_charge": -1, "gap_ev": [4.65, 5.91], "molar_mass_da": 399.887}